Entry 1:
Density functional theory data (wB97M-V/def2-TZVPD) for a structure of composition C28H24N6PdS2Te.

```
62
Properties=species:S:1:pos:R:3:forces:R:3:mulliken_charge:R:1
Pd 0.0187 -0.4582 0.7615 -0.2 -0.2 -0.5 0.55
S -6.2712 -1.0613 -3.4327 0.0 0.0 -0.1 0.23
N -5.4483 -2.1930 -2.6360 0.0 0.2 0.1 -0.63
C -4.4364 -1.5695 -2.0485 0.2 -0.4 0.2 0.83
C -3.4229 -2.2066 -1.2140 -0.4 0.0 -0.2 0.05
C -3.4112 -3.5695 -0.9108 0.0 -0.1 0.0 -0.50
C -2.3973 -4.0726 -0.1264 0.0 0.0 0.0 -0.92
C -1.4206 -3.2037 0.3519 0.0 0.1 0.0 -0.67
N -1.4396 -1.9027 0.0797 0.0 -0.3 0.0 0.29
C -2.4155 -1.4017 -0.7004 0.2 0.3 0.0 0.03
C -2.3558 0.0360 -0.9959 0.1 -0.3 0.2 0.02
N -1.3101 0.7194 -0.4917 0.1 0.2 -0.1 0.48
C -1.2073 2.0226 -0.7391 -0.1 -0.1 -0.1 -0.54
C -2.1598 2.7143 -1.4829 0.0 0.0 0.0 -1.06
C -3.2325 2.0242 -2.0019 0.0 0.1 0.0 -0.56
C -3.3308 0.6514 -1.7691 -0.4 -0.1 -0.2 0.04
C -4.3962 -0.1876 -2.3085 0.2 0.5 0.0 0.85
N -5.3782 0.2349 -3.0927 0.0 -0.2 0.1 -0.63
H -4.1946 -4.2071 -1.3011 0.0 0.0 0.0 0.59
H -2.3472 -5.1229 0.1237 0.0 0.0 0.0 0.46
H -0.6066 -3.5547 0.9735 0.0 0.0 0.0 0.59
H -0.3294 2.5225 -0.3506 0.0 0.0 0.0 0.54
H -2.0394 3.7750 -1.6514 0.0 0.0 0.0 0.51
H -3.9952 2.5185 -2.5909 0.0 0.0 0.0 0.57
Te 1.5726 -1.1038 -1.3304 -0.1 0.0 -0.1 0.53
C 2.0645 0.9162 -1.5840 0.1 0.1 0.0 0.69
C 2.0619 1.4439 -2.8679 -0.1 0.1 0.0 -0.65
C 2.3805 2.7860 -3.0520 0.0 0.0 0.0 -0.60
C 2.7061 3.5817 -1.9633 0.0 0.0 0.0 -0.56
C 2.7230 3.0402 -0.6811 0.0 0.0 0.0 -0.62
C 2.3979 1.7051 -0.4856 0.1 0.1 0.0 -0.28
C 3.4325 -1.7725 -0.6826 0.1 0.0 0.1 0.81
C 4.1754 -2.5185 -1.5900 0.1 -0.1 0.1 -0.66
C 5.4620 -2.9116 -1.2394 -0.1 0.0 0.0 -0.56
C 5.9813 -2.5652 -0.0006 0.0 0.0 0.0 -0.51
C 5.2210 -1.8304 0.9012 0.0 0.0 0.0 -0.83
C 3.9372 -1.4273 0.5650 0.1 -0.1 0.0 -0.15
H 1.8218 0.8269 -3.7249 0.0 0.0 0.0 0.44
H 2.3834 3.2024 -4.0506 0.0 0.0 0.0 0.43
H 2.9640 4.6220 -2.1131 0.0 0.0 0.0 0.45
H 3.0112 3.6544 0.1631 0.0 0.0 0.0 0.44
H 2.4544 1.2837 0.5123 0.0 0.0 0.0 0.23
H 3.7730 -2.7982 -2.5556 0.0 0.0 0.0 0.38
H 6.0556 -3.4877 -1.9364 0.0 0.0 0.0 0.40
H 6.9840 -2.8711 0.2671 0.0 0.0 0.0 0.41
H 5.6281 -1.5740 1.8702 0.0 0.0 0.0 0.43
H 3.3472 -0.8572 1.2703 0.0 0.0 0.0 0.19
C 0.6356 2.2679 3.3720 -0.1 -0.1 0.1 -0.96
N -0.4664 1.3243 3.4913 0.1 0.2 -0.2 0.06
C -1.8481 1.7965 3.6613 0.1 -0.1 0.0 -0.54
C -2.6534 0.4887 3.6701 0.1 0.0 0.0 -0.58
N -1.6745 -0.4744 3.1404 0.0 -0.1 0.1 -0.04
C -0.4250 0.0424 3.1513 0.1 0.1 0.9 0.12
S 1.0006 -0.9086 2.8768 -0.2 0.2 -0.2 -0.24
H 0.4994 3.0538 4.1115 0.0 0.0 0.0 0.33
H 0.6590 2.7192 2.3764 0.0 0.0 0.0 0.26
H 1.5748 1.7575 3.5629 0.0 0.0 0.0 0.38
H -2.1232 2.4517 2.8321 0.0 0.0 0.0 0.29
H -1.9365 2.3580 4.5886 0.0 0.0 0.0 0.41
H -3.5317 0.5373 3.0327 0.0 0.0 0.0 0.29
H -2.9613 0.1970 4.6731 0.0 0.0 0.0 0.38
H -1.7603 -1.4638 3.3218 -0.1 0.0 -0.1 0.32
```
Forces are in eV/Å.

The expectation value of S² is 2.012. The HOMO energy (alpha / beta) is -13.74 / -14.34 eV. As for the orbital gap (alpha / beta): 7.696 / 6.575 eV. The net charge is +2. As for the spin multiplicity: 3. For the lowest unoccupied orbital energy (alpha / beta), the calculation gives -0.2220 / -0.2853 Ha. The value obtained for the relative energy (zero: lowest compared OMol25 entry of this formula, charge and spin) is 18.5 kJ/mol.

---

Entry 2:
Density functional theory data (wB97M-V/def2-TZVPD) for a structure of composition C28H25Br3N5O3RhS in a non-equilibrium geometry.

```
66
Properties=species:S:1:pos:R:3:forces:R:3:mulliken_charge:R:1
Rh -0.7779 -0.0524 0.1780 -0.5 -0.4 1.7 0.38
C -2.0696 -0.8587 3.1576 -0.1 0.0 0.1 -1.04
O -0.9198 -0.5677 2.3380 -0.1 0.0 -0.1 -0.17
C 0.3248 -0.5165 2.9296 0.1 0.0 0.0 0.64
C 0.5465 -0.4905 4.2848 0.2 0.0 0.0 -0.48
C 1.8690 -0.4462 4.7418 -0.1 0.0 -0.2 -0.81
Br 2.1907 -0.4068 6.5885 0.0 0.0 0.1 -0.15
C 2.9198 -0.4276 3.8529 -0.1 0.0 0.0 -0.74
C 2.6812 -0.4422 2.4706 0.2 0.0 0.1 0.83
C 1.3714 -0.4735 1.9967 -0.3 -0.2 -0.2 0.93
O 1.0782 -0.4678 0.6831 0.8 0.5 -0.3 -1.50
C 3.8014 -0.4266 1.5391 -0.1 0.0 0.1 0.29
N 3.7074 -0.3674 0.2116 0.0 0.0 0.0 0.31
C 4.9814 -0.3767 -0.3520 0.0 0.0 0.0 0.63
C 5.4167 -0.3349 -1.6704 0.0 0.0 0.0 -0.76
C 6.7820 -0.3610 -1.8649 0.0 0.0 0.0 -0.57
C 7.6828 -0.4268 -0.7883 0.0 0.0 0.0 -0.52
C 7.2494 -0.4693 0.5210 0.0 0.0 -0.1 -0.91
C 5.8743 -0.4423 0.7106 0.0 0.0 0.0 0.43
N 5.0968 -0.4719 1.8673 0.0 0.0 0.0 -0.01
H -1.7891 -1.5362 3.9602 0.0 0.0 0.0 0.60
H -2.7928 -1.3509 2.5162 0.0 0.0 0.0 0.15
H -2.4813 0.0652 3.5631 0.0 0.0 0.0 0.32
H -0.2643 -0.4891 4.9976 0.0 0.0 0.0 0.61
H 3.9260 -0.3939 4.2454 0.0 0.0 0.0 0.50
H 2.7966 -0.3640 -0.2376 0.0 0.0 0.0 -0.13
H 4.7242 -0.2859 -2.4987 0.0 0.0 0.0 0.46
H 7.1734 -0.3319 -2.8719 0.0 0.0 0.0 0.41
H 8.7439 -0.4456 -0.9927 0.0 0.0 0.0 0.41
H 7.9439 -0.5224 1.3473 0.0 0.0 0.0 0.43
H 5.4514 -0.5358 2.8072 0.0 0.0 0.0 0.23
C -1.1499 3.1942 0.7436 0.0 -0.1 0.0 -1.48
C -2.4203 2.4060 0.7193 0.0 0.1 0.1 0.84
C -3.6445 3.0396 1.0362 -0.1 0.0 0.0 -0.96
C -4.8126 2.3341 1.1014 0.1 0.0 0.0 -0.76
C -4.8071 0.9466 0.8292 -0.1 0.0 0.1 0.40
C -5.9145 0.0616 0.8906 0.1 -0.2 -0.1 -0.13
Br -7.6078 0.6962 1.3840 -0.1 0.1 0.0 -0.15
C -5.7492 -1.2670 0.5932 0.0 0.1 0.0 -0.37
C -4.4953 -1.7774 0.1910 -0.1 0.1 0.0 0.00
Br -4.3063 -3.5862 -0.2514 0.0 -0.1 0.0 -0.11
C -3.4097 -0.9439 0.1034 -0.2 0.0 -0.1 0.09
O -2.1958 -1.2938 -0.3267 0.3 -0.4 0.2 -0.70
C -3.5748 0.3955 0.4701 0.0 0.0 -0.1 0.33
N -2.4100 1.1140 0.4464 0.3 0.4 -0.5 0.99
H -1.2686 4.1153 0.1743 0.0 0.0 0.0 0.47
H -0.3088 2.6398 0.3321 0.0 0.0 0.0 0.13
H -0.9136 3.4729 1.7723 0.0 0.0 0.0 0.31
H -3.6336 4.1023 1.2346 0.0 0.0 0.0 0.53
H -5.7414 2.8285 1.3525 0.0 0.0 0.0 0.40
H -6.5922 -1.9407 0.6569 0.0 0.0 0.0 0.49
C -0.4013 1.3659 -4.8909 0.0 0.0 0.0 -0.90
N -1.0091 0.1770 -4.3235 0.1 0.0 0.0 0.04
C -1.6124 -0.8500 -5.1841 0.0 0.0 0.0 -0.60
C -2.1296 -1.8798 -4.1675 0.0 0.0 -0.1 -0.58
N -1.4376 -1.4649 -2.9436 0.0 -0.1 -0.1 0.04
C -0.8974 -0.2643 -3.0801 0.1 0.1 0.1 0.69
S -0.0566 0.6404 -1.8484 -0.3 -0.1 -0.6 -0.31
H 0.4868 1.1024 -5.4673 0.0 0.0 0.0 0.33
H -0.1266 2.0515 -4.0943 0.0 0.0 0.0 0.32
H -1.1206 1.8515 -5.5478 0.0 0.0 0.0 0.32
H -0.8552 -1.2624 -5.8535 0.0 0.0 0.0 0.32
H -2.4059 -0.4103 -5.7851 0.0 0.0 0.0 0.39
H -1.8637 -2.9001 -4.4313 0.0 0.0 0.0 0.35
H -3.2100 -1.8194 -4.0327 0.0 0.0 0.0 0.31
H -1.6435 -1.8579 -2.0348 -0.1 0.1 0.1 0.20
```
Forces are in eV/Å.

The HOMO energy is -13.01 eV. As for the orbital gap: 6.484 eV. The net charge is +2. For the lowest unoccupied orbital energy, the calculation gives -0.2399 Ha. The value obtained for the relative energy (zero: lowest compared OMol25 entry of this formula, charge and spin) is 0.0 kJ/mol.

---

Entry 3:
Density functional theory data (wB97M-V/def2-TZVPD) for a structure of composition C28H25ClF4N2PV in a non-equilibrium geometry.

```
62
Properties=species:S:1:pos:R:3:forces:R:3:mulliken_charge:R:1
V 12.6535 7.2142 8.6544 2.1 -1.8 -1.4 0.11
C 11.5818 6.9364 5.9626 -1.2 -0.4 -1.8 -0.79
N 12.8134 6.9587 6.6811 1.2 0.2 2.2 0.04
C 13.6528 5.7582 6.4539 -0.4 -0.7 -0.1 -1.07
C 13.5295 8.2896 6.6206 1.3 -1.4 -0.1 -1.15
C 14.7860 8.3279 7.5595 -1.1 0.3 0.6 -0.47
N 14.5526 7.3624 8.7067 -2.0 1.9 -0.5 0.15
C 15.1857 7.5429 9.8917 0.6 -1.7 -0.8 -0.21
C 15.0521 6.4447 10.7911 -0.6 -0.1 0.5 0.37
F 14.6113 5.2541 10.2845 0.0 1.5 0.9 -0.34
C 15.3089 6.6650 12.1471 -0.6 -0.2 0.9 0.33
F 14.7668 5.7879 13.0597 1.5 1.4 -1.5 -0.24
C 16.0228 7.8433 12.5168 -0.5 -0.5 -0.7 -0.63
C 16.4134 8.7557 11.4955 0.7 -0.1 -0.3 0.29
F 17.2879 9.7053 11.8021 -0.5 -0.3 0.0 -0.24
C 16.0495 8.6058 10.1449 1.7 0.4 1.4 0.55
F 16.7337 9.2213 9.1324 -1.4 -0.3 1.6 -0.27
H 11.6137 6.0878 5.2146 -0.3 1.1 0.7 0.36
H 11.4748 7.9098 5.4623 -0.4 -0.5 0.0 0.41
H 10.7706 6.7745 6.6775 -0.3 0.0 -0.3 0.25
H 14.1501 5.8040 5.4967 -0.2 0.0 -0.6 0.40
H 13.0230 4.8583 6.5665 0.1 0.5 -0.4 0.53
H 14.4081 5.6595 7.1926 0.7 0.1 0.6 0.31
H 12.8539 9.1021 6.8875 -0.4 0.0 -0.4 0.57
H 13.9076 8.3299 5.5967 -0.3 0.8 -0.1 0.62
H 14.8347 9.3997 7.8944 0.4 -1.1 -0.2 0.48
H 15.6869 8.0213 7.0503 0.3 0.0 -0.2 0.45
H 16.3761 8.0301 13.5499 -0.4 -0.2 -0.7 0.52
Cl 11.5242 5.0601 9.2014 0.1 0.7 0.4 -0.16
C 9.8705 5.6551 9.5396 -1.2 -0.2 -0.9 0.95
C 8.8303 4.7475 9.6327 1.0 -1.8 0.6 -0.47
C 7.5006 5.1144 9.8387 0.0 -0.1 -0.5 -0.74
C 7.1585 6.4518 9.6899 1.3 -0.6 0.2 -0.77
C 8.1767 7.3421 9.4573 1.1 0.8 0.1 -0.34
C 9.5373 6.9827 9.4145 0.6 1.8 0.0 -0.43
P 10.8121 8.3472 9.5487 -2.4 1.1 1.1 1.61
C 10.9637 8.6731 11.3435 0.1 -1.6 0.4 0.81
C 10.0452 8.1269 12.2700 0.9 1.8 0.3 -0.43
C 10.1021 8.6038 13.5944 -2.3 -1.2 0.3 -0.74
C 11.0705 9.4512 14.0109 1.9 1.5 1.0 -0.51
C 12.1280 9.7786 13.1612 1.7 0.1 -0.2 -0.76
C 12.0993 9.3121 11.8427 0.8 0.8 -0.2 -0.22
C 10.2328 9.8895 8.7221 0.2 -0.5 -0.3 0.75
C 9.3689 9.8891 7.6075 0.4 -1.1 0.5 -0.44
C 9.1969 11.0424 6.8601 0.2 0.0 -0.1 -0.79
C 9.9705 12.1699 7.1424 -0.2 0.2 1.0 -0.62
C 10.7603 12.2046 8.3031 -0.1 -0.4 -0.6 -0.67
C 10.8596 11.0787 9.1035 -0.1 0.0 0.2 -0.58
H 9.1229 3.6876 9.6050 -0.5 0.4 0.1 0.46
H 6.7605 4.3320 10.0086 0.2 0.3 0.0 0.46
H 6.2003 6.8706 9.7861 -1.3 0.0 0.1 0.53
H 7.9470 8.3921 9.3871 -0.1 0.2 0.0 0.47
H 9.3442 7.4202 11.9350 -1.1 -0.6 -0.1 0.49
H 9.3302 8.3747 14.3819 0.7 -0.3 -1.3 0.36
H 11.1193 9.8278 15.0588 -0.3 -0.4 -1.0 0.42
H 13.0490 10.3217 13.5554 -1.5 -0.7 -0.6 0.38
H 12.9751 9.3958 11.1620 -0.6 0.5 0.6 0.37
H 8.8349 8.9460 7.4131 0.1 0.7 -0.4 0.40
H 8.4679 11.0401 6.0633 0.0 0.1 -0.1 0.45
H 9.8659 13.1026 6.6044 0.0 -0.2 -0.4 0.45
H 11.3150 13.0970 8.5569 -0.2 0.1 0.1 0.48
H 11.3053 11.1533 10.0820 0.5 0.0 0.0 0.50
```
Forces are in eV/Å.

The expectation value of S² is 0.812. The HOMO energy (alpha / beta) is -17.58 / -17.59 eV. As for the orbital gap (alpha / beta): 5.378 / 5.292 eV. The net charge is +3. As for the spin multiplicity: 2. For the lowest unoccupied orbital energy (alpha / beta), the calculation gives -0.4483 / -0.4520 Ha.

---

> Which value of net charge does entry 1 give?

+2

---

> The highest net charge belongs to which entry?

C28H25ClF4N2PV

---

> Look up the net charge of the third one.

+3